11
Properties=species:S:1:pos:R:3 method="wB97M-V/def2-TZVPD" homo_lumo_gap_ev="6.758 / 6.756" e_tot_ev=-21172.4170 spin_multiplicity=1 largest_force_ev_per_a=2.53 charge=-1 de_lowest_kj_mol=302.0
C -0.459 0.313 2.002
C -0.100 1.101 0.860
C -0.516 -0.994 1.543
C 0.124 0.230 -0.228
O 2.071 -0.524 -3.306
O -0.315 -0.437 -3.738
O -0.280 -1.000 0.202
S 0.875 0.264 -3.250
H -0.594 0.796 3.048
H 0.082 2.182 0.739
H -0.887 -1.932 2.128

***

16
Properties=species:S:1:pos:R:3 method="wB97M-V/def2-TZVPD" homo_lumo_gap_ev=8.339 e_tot_ev=-9869.4809 spin_multiplicity=1 largest_force_ev_per_a=2.84 charge=-1 de_lowest_kj_mol=28.0
C -0.278 -0.767 0.648
O -0.489 0.556 0.792
C 0.252 -1.309 -0.733
N 1.419 -0.507 -1.198
H 0.456 -1.241 1.359
H -1.194 -1.375 0.831
H 0.635 -2.329 -0.705
H -0.524 -1.212 -1.486
H 1.331 0.450 -0.878
H 2.292 -0.865 -0.843
H -1.824 0.756 -0.058
H -3.269 1.248 0.154
O -2.744 0.744 -0.475
H 1.453 2.783 0.689
H 0.834 1.192 0.911
O 1.650 1.877 0.992

***

20
Properties=species:S:1:pos:R:3 method="wB97M-V/def2-TZVPD" homo_lumo_gap_ev=9.544 e_tot_ev=-9396.6191 spin_multiplicity=1 largest_force_ev_per_a=1.35 charge=0 de_lowest_kj_mol=22.3 smiles=Cc1c[nH]cn1.CC
C -1.931 -1.198 -0.840
C -1.684 0.119 -0.214
C -1.878 0.574 1.058
N -1.616 1.921 1.023
C -1.318 2.237 -0.262
N -1.326 1.181 -1.022
H -1.521 -2.053 -0.284
H -1.483 -1.253 -1.826
H -2.974 -1.448 -1.067
H -2.033 0.105 2.022
H -1.777 2.594 1.756
H -1.037 3.253 -0.508
C 3.282 -0.773 -0.265
C 1.839 -0.707 0.290
H 3.438 -0.052 -1.070
H 4.004 -0.534 0.507
H 3.535 -1.746 -0.669
H 1.130 -0.157 -0.319
H 1.498 -1.737 0.384
H 1.851 -0.325 1.306

***

90
Properties=species:S:1:pos:R:3 method="wB97M-V/def2-TZVPD" homo_lumo_gap_ev="7.791 / 4.126" e_tot_ev=-293650.6773 spin_multiplicity=2 largest_force_ev_per_a=3.90 charge=+2 de_lowest_kj_mol=216.1
Ti -1.183 -2.999 -1.025
O -0.473 -2.807 -4.900
C -1.007 -2.917 -3.822
O -0.444 -2.664 -2.625
C -2.407 -3.301 -3.657
C -3.263 -3.468 -4.712
C -4.601 -3.716 -4.530
C -5.045 -3.679 -3.206
C -4.094 -3.570 -2.133
N -2.823 -3.371 -2.365
H -2.819 -3.389 -5.739
H -5.304 -3.852 -5.295
H -6.073 -3.762 -2.938
H -4.424 -3.556 -1.164
C 1.148 -4.015 3.767
C 0.147 -4.793 2.922
N -0.341 -6.009 3.163
N -1.350 -6.162 2.264
C -1.461 -5.182 1.414
S -2.569 -4.824 0.119
N -0.512 -4.276 1.792
N -0.612 -2.969 1.320
H 1.642 -3.310 3.095
H 1.932 -4.726 4.090
H 0.704 -3.572 4.683
H -1.802 -7.074 2.288
H 0.332 -2.500 1.328
H -1.378 -2.530 1.876
O 6.171 -0.790 0.406
C 4.892 -1.141 0.461
C 4.313 -2.207 -0.190
C 2.988 -2.533 0.048
N 2.144 -1.831 0.805
C 2.674 -0.786 1.445
Br 1.591 0.328 2.395
C 4.002 -0.388 1.306
H 6.570 -1.259 -0.313
H 4.778 -2.823 -0.960
H 2.556 -3.344 -0.503
H 4.416 0.414 1.914
F 0.338 -3.980 -0.687
As 1.059 -5.694 -1.758
F -0.526 -5.473 -2.510
F 0.219 -6.566 -0.566
F 1.572 -7.004 -2.680
F 2.277 -5.545 -0.599
F 1.747 -4.475 -2.735
O -2.073 0.102 -2.310
C -1.724 -0.071 -1.194
O -1.599 -1.245 -0.540
C -1.202 0.979 -0.231
C -0.977 2.351 -0.930
Ge -0.317 3.794 0.204
C -0.279 5.617 -0.667
C -0.940 5.683 -2.029
C -0.959 6.857 -2.668
C -0.393 8.015 -2.097
C 0.360 7.918 -0.890
C 0.433 6.729 -0.241
C 1.539 3.339 0.596
C 2.222 3.728 1.750
C 3.586 3.474 1.810
C 4.229 2.787 0.784
C 3.652 2.693 -0.431
C 2.249 2.819 -0.445
C -1.398 3.817 1.845
C -1.309 2.683 2.617
C -1.977 2.586 3.823
C -2.812 3.696 4.171
C -2.995 4.768 3.367
C -2.283 4.826 2.178
H -0.242 0.595 0.111
H -1.875 0.956 0.623
H -1.920 2.603 -1.370
H -0.305 2.120 -1.701
H -1.366 4.841 -2.485
H -1.390 7.079 -3.579
H -0.303 8.973 -2.598
H 0.867 8.707 -0.398
H 1.095 6.595 0.666
H 1.650 4.180 2.573
H 4.167 3.823 2.690
H 5.248 2.472 1.047
H 4.140 2.295 -1.295
H 1.745 2.539 -1.318
H -0.709 1.859 2.354
H -1.891 1.769 4.521
H -3.432 3.496 5.078
H -3.744 5.479 3.721
H -2.470 5.763 1.596

***

77
Properties=species:S:1:pos:R:3 method="wB97M-V/def2-TZVPD" homo_lumo_gap_ev=6.309 e_tot_ev=-79405.8159 spin_multiplicity=1 largest_force_ev_per_a=0.44 charge=+1 de_lowest_kj_mol=0.0
Sn 0.013 0.489 -1.053
O 1.852 4.771 -0.153
C 1.570 3.755 -0.746
N 0.307 3.152 -0.782
C -0.658 3.417 0.028
C -0.615 4.167 1.262
C -1.760 4.430 1.911
C -3.061 3.960 1.444
C -3.183 3.223 0.335
C -1.997 2.898 -0.440
N -1.982 2.225 -1.524
C -3.108 1.935 -2.294
O -3.948 2.762 -2.555
C -3.152 0.548 -2.862
C -4.288 0.160 -3.550
C -4.365 -1.142 -4.020
C -3.313 -2.000 -3.763
C -2.215 -1.519 -3.066
N -2.117 -0.264 -2.636
C 2.596 3.051 -1.604
C 3.863 3.598 -1.711
C 4.802 2.940 -2.491
C 4.435 1.771 -3.135
C 3.139 1.298 -2.969
N 2.233 1.920 -2.216
H 0.333 4.526 1.627
H -1.730 5.010 2.826
H -3.939 4.207 2.025
H -4.140 2.857 -0.008
H -5.083 0.877 -3.697
H -5.239 -1.481 -4.560
H -3.336 -3.037 -4.070
H -1.393 -2.179 -2.828
H 4.091 4.523 -1.199
H 5.805 3.335 -2.595
H 5.135 1.231 -3.759
H 2.808 0.392 -3.460
N 2.692 -4.151 -0.834
N 2.049 -3.291 -1.695
N 1.659 -3.667 -2.891
C 1.157 -2.534 -3.364
N 1.264 -1.530 -2.480
N 1.856 -2.044 -1.409
H 2.429 -5.093 -1.087
H 2.424 -3.923 0.117
H 0.733 -2.437 -4.351
N 3.497 0.933 2.325
C 2.555 1.298 1.422
N 1.787 0.308 1.049
C 2.251 -0.797 1.767
C 1.783 -2.110 1.810
C 2.430 -2.996 2.648
C 3.527 -2.603 3.433
C 3.993 -1.305 3.414
C 3.323 -0.416 2.578
H 4.160 1.545 2.767
H 2.465 2.319 1.089
H 0.937 -2.415 1.209
H 2.077 -4.018 2.719
H 4.012 -3.334 4.067
H 4.832 -0.994 4.023
O -2.862 -3.088 -0.338
S -1.748 -2.696 0.477
O -0.598 -3.567 0.464
N -1.288 -1.153 0.161
C -1.591 -0.306 1.164
O -1.331 0.909 1.080
C -2.194 -0.987 2.342
C -2.608 -0.425 3.535
C -3.133 -1.270 4.505
C -3.235 -2.641 4.281
C -2.823 -3.205 3.078
C -2.305 -2.351 2.128
H -2.519 0.643 3.692
H -3.468 -0.860 5.449
H -3.642 -3.281 5.054
H -2.904 -4.269 2.891

***

5
Properties=species:S:1:pos:R:3 method="wB97M-V/def2-TZVPD" homo_lumo_gap_ev="5.452 / 5.456" e_tot_ev=-154135.6063 spin_multiplicity=1 largest_force_ev_per_a=2.35 charge=0 de_lowest_kj_mol=237.1
O 0.763 -0.190 1.713
F 0.400 -1.872 -2.105
P 0.064 0.024 0.468
Br 0.900 1.669 -0.779
Br -2.127 0.369 0.703

***

20
Properties=species:S:1:pos:R:3 method="wB97M-V/def2-TZVPD" homo_lumo_gap_ev=9.845 e_tot_ev=-13477.2313 spin_multiplicity=1 largest_force_ev_per_a=6.83 charge=0 de_lowest_kj_mol=236.5 smiles=c1ccc(-c2ncccn2)cc1
C -2.162 -1.787 -2.065
C -1.271 -0.894 -2.646
C -0.407 -0.134 -1.766
C -0.424 -0.337 -0.377
C 0.471 0.407 0.460
N 1.821 0.386 0.200
C 2.581 1.041 1.013
C 2.079 1.804 2.055
C 0.726 1.771 2.254
N -0.080 1.067 1.443
C -1.288 -1.287 0.114
C -2.129 -2.037 -0.775
H -2.796 -2.595 -2.707
H -1.155 -0.739 -3.965
H 0.053 0.699 -2.228
H 3.569 0.925 0.775
H 2.843 2.297 2.674
H 0.289 2.327 3.319
H -1.226 -1.469 1.305
H -2.819 -2.903 -0.262

***

84
Properties=species:S:1:pos:R:3 method="wB97M-V/def2-TZVPD" homo_lumo_gap_ev="5.302 / 7.421" e_tot_ev=-106819.9583 spin_multiplicity=3 largest_force_ev_per_a=2.54 charge=-1
W -0.220 0.095 -0.175
C -1.317 -2.443 3.391
C -1.209 -1.333 2.395
N -0.241 -1.296 1.486
N 0.620 -2.346 1.377
C 1.547 -2.040 0.543
O 1.602 -0.819 0.044
C 2.492 -3.070 0.083
C 2.562 -4.315 0.705
C 3.420 -5.289 0.222
C 4.210 -5.037 -0.895
C 4.126 -3.806 -1.531
C 3.277 -2.822 -1.041
C -2.086 -0.247 2.375
C -3.041 -0.011 3.395
C -3.742 1.159 3.412
C -3.502 2.109 2.403
C -2.598 1.800 1.412
N -1.931 0.649 1.348
H -0.592 -3.212 3.143
H -2.319 -2.879 3.375
H -1.114 -2.086 4.406
H 1.925 -4.506 1.562
H 3.472 -6.254 0.712
H 4.880 -5.802 -1.271
H 4.715 -3.615 -2.420
H 3.184 -1.864 -1.535
H -3.167 -0.751 4.177
H -4.443 1.371 4.212
H -4.006 3.067 2.391
H -2.396 2.512 0.632
C 2.995 2.850 -1.801
C 2.132 2.099 -0.841
N 1.122 1.441 -1.250
N 0.892 1.560 -2.638
C 0.503 0.465 -3.205
S 0.380 -1.075 -2.412
S 0.197 0.425 -4.929
C 0.725 2.072 -5.541
C -0.302 3.170 -5.465
C -1.403 3.142 -6.319
C -2.380 4.123 -6.248
C -2.270 5.146 -5.314
C -1.173 5.185 -4.465
C -0.194 4.202 -4.542
C 2.539 2.053 0.564
C 3.809 2.463 0.961
C 4.234 2.326 2.269
C 3.382 1.764 3.215
C 2.105 1.388 2.849
C 1.673 1.558 1.538
O 0.428 1.302 1.221
H 2.488 2.956 -2.750
H 3.925 2.301 -1.965
H 3.239 3.836 -1.405
H 0.979 1.869 -6.582
H 1.625 2.316 -4.982
H -1.502 2.323 -7.027
H -3.238 4.079 -6.910
H -3.043 5.901 -5.239
H -1.093 5.967 -3.719
H 0.645 4.221 -3.856
H 4.493 2.865 0.222
H 5.231 2.644 2.550
H 3.715 1.623 4.236
H 1.406 0.974 3.566
O -2.552 3.336 -1.316
S -2.570 2.010 -1.891
O -2.566 1.953 -3.314
O -1.480 1.187 -1.224
C -4.046 1.234 -1.226
C -5.122 2.071 -0.969
C -6.252 1.572 -0.344
C -6.296 0.246 0.056
C -5.231 -0.599 -0.212
C -4.109 -0.114 -0.863
S -2.911 -1.277 -1.489
O -3.525 -2.575 -1.478
O -2.562 -0.767 -2.776
O -1.755 -1.263 -0.487
H -5.041 3.114 -1.254
H -7.100 2.221 -0.162
H -7.177 -0.136 0.559
H -5.258 -1.650 0.053